Entry 1:
{"formula": "C5H7NO4PS2", "method": "wB97M-V/def2-TZVPD", "charge": -1, "lumo_ev": 3.3, "orbital_gap_ha": 0.2714, "multiplicity": 1, "relative_energy_kcal_mol": 19.89, "homo_energy_ev": -4.1, "symbols": ["S", "S", "P", "O", "O", "O", "O", "N", "C", "C", "C", "C", "C", "H", "H", "H", "H", "H", "H", "H"], "positions_angstrom": [[-0.8371, 0.5823, -2.7530], [0.2603, 2.7634, 0.3182], [1.0651, 0.3488, 2.0694], [-1.5285, -0.7607, -0.1899], [-1.0179, 2.7403, -0.4085], [-0.0626, 1.3203, 1.5053], [1.2897, 2.1648, -0.5629], [-0.1801, -0.8719, -0.5195], [0.1767, -0.2515, -1.5823], [0.3085, -1.1165, 2.3146], [1.7254, -0.0983, -1.9325], [-1.8499, -1.2892, 1.0107], [-1.1169, -1.4303, 2.1292], [-2.7952, -1.6439, 1.0144], [0.7361, -1.8148, 2.9883], [-1.6244, -2.0846, 2.7682], [2.2742, 0.4210, -1.2155], [1.7750, 0.4172, -2.8329], [-0.7589, 1.6575, -2.0320], [2.1604, -1.0540, -2.0891]], "mulliken_charge": [-0.313, 0.564, -0.140, -0.076, -0.585, -0.326, -0.549, -0.414, 0.492, -0.171, -1.218, -0.311, -0.435, 0.448, 0.406, 0.325, 0.323, 0.419, 0.188, 0.374]}


Entry 2:
{"formula": "C42H59Cl3N6OPSV", "method": "wB97M-V/def2-TZVPD", "charge": 1, "lumo_ev": [-2.4, -2.5], "orbital_gap_ha": [0.2617, 0.2347], "multiplicity": 2, "relative_energy_kcal_mol": 11.53, "homo_energy_ev": [-9.5, -8.8], "s_squared": 0.814, "symbols": ["V", "Cl", "Cl", "Cl", "S", "P", "O", "N", "N", "N", "N", "N", "N", "C", "C", "C", "C", "C", "C", "C", "C", "C", "C", "C", "C", "C", "C", "C", "C", "C", "C", "C", "C", "C", "C", "C", "C", "C", "C", "C", "C", "C", "C", "C", "C", "C", "C", "C", "C", "C", "C", "C", "C", "C", "C", "H", "H", "H", "H", "H", "H", "H", "H", "H", "H", "H", "H", "H", "H", "H", "H", "H", "H", "H", "H", "H", "H", "H", "H", "H", "H", "H", "H", "H", "H", "H", "H", "H", "H", "H", "H", "H", "H", "H", "H", "H", "H", "H", "H", "H", "H", "H", "H", "H", "H", "H", "H", "H", "H", "H", "H", "H", "H", "H"], "positions_angstrom": [[-1.3950, 1.8986, -0.3799], [0.2649, -2.7908, -6.2660], [-2.0627, 2.0581, -6.6744], [-0.1757, 0.3681, -1.9162], [-4.4763, -1.5848, 0.8752], [1.5339, -1.1561, 0.7071], [-1.4627, 2.2369, -3.7501], [-3.1985, 0.4325, -0.1662], [-0.0340, 1.8082, 1.4329], [-2.2792, 3.0722, 0.9315], [-2.3426, 3.2716, -1.6377], [0.3061, 3.1444, -0.8886], [-3.8555, 0.7025, 2.0893], [1.1038, -2.2047, 4.7190], [0.5003, -4.8378, 1.2777], [-1.8971, 3.1331, 2.2308], [-0.8650, -0.3190, -6.2888], [-1.2509, -4.0775, -0.3985], [-0.8106, -5.1899, 0.5657], [2.8676, -0.4208, 4.5292], [3.6981, 0.4286, -0.2006], [-1.2694, 0.8627, -5.7064], [-3.7760, 0.0042, 0.9271], [2.9914, -0.5888, 3.0083], [0.7498, 3.8677, 0.3032], [-2.4050, 4.0866, 3.0879], [1.0561, 2.8085, 1.3477], [-3.4556, -1.2756, -3.4588], [-3.1613, -0.2781, -2.5466], [-3.3682, 4.9764, 2.6242], [-1.4765, 4.4448, -1.9028], [-3.5966, 3.6714, -0.9638], [1.4262, -4.0471, 0.3589], [-0.0223, -1.0990, -4.1770], [-0.2417, -1.3031, -5.5236], [-0.0457, 3.9790, -2.0551], [2.4950, -1.7429, 5.1878], [-0.4457, 0.1032, -3.6488], [-0.9255, 2.0398, 2.5819], [-4.3880, -2.6736, -1.7253], [5.6195, -1.5053, -0.3134], [-0.7285, -2.7205, 0.0602], [-4.0814, -1.6711, -0.8174], [-3.2512, 3.9065, 0.4866], [0.7431, -1.6211, 3.3488], [4.2301, -2.0271, 0.0755], [0.8068, -2.6874, -0.0541], [3.1250, -0.9922, -0.2250], [-3.7960, 4.8740, 1.3068], [-3.4413, -0.4952, -1.2054], [-1.0882, 1.1582, -4.3228], [4.7287, 0.6138, -1.3241], [-4.0494, -2.4698, -3.0510], [5.5280, -0.6724, -1.5850], [1.9791, -1.6077, 2.4405], [-2.3382, -4.0591, -0.4875], [2.5169, -1.6520, 6.2741], [-0.8678, -4.2727, -1.4046], [-2.0559, 4.1239, 4.1103], [2.8556, 0.3856, 2.5245], [2.3988, -3.9142, 0.8312], [-1.0359, -0.4788, -7.3438], [-0.3726, 2.2595, 3.5014], [0.3800, -0.5922, 3.4594], [-4.5474, 5.5440, 0.9125], [-4.0434, 4.5640, -1.4108], [1.0798, -3.2948, 4.6544], [-0.0797, -2.1852, 2.9119], [-3.2219, -1.1170, -4.5028], [-1.0512, -2.5443, 1.0909], [4.2192, 0.9228, -2.2396], [1.9682, 2.2730, 1.0677], [-1.8088, 4.9600, -2.8075], [-4.8838, -3.5806, -1.4112], [1.6144, -4.6398, -0.5402], [6.5176, -0.4277, -1.9709], [-3.8268, 1.7070, 2.0148], [-3.7726, 5.7356, 3.2761], [0.9998, -5.7460, 1.6188], [4.2265, -2.3063, 1.1323], [-1.5912, -5.3723, 1.3074], [4.1595, 0.6250, 0.7693], [2.4257, -2.6066, 2.4707], [0.2957, -4.2521, 2.1772], [-4.4870, 0.3504, 2.7906], [6.0310, -0.8913, 0.4928], [0.0234, 3.3491, -2.9432], [1.0206, -2.5379, -1.1202], [0.4537, -1.8506, -3.5651], [-1.5832, 5.1352, -1.0607], [1.0649, 2.5262, -1.1714], [-1.1572, -1.9126, -0.5377], [-4.2662, -3.2371, -3.7798], [4.0064, -0.9081, 2.7590], [1.6376, 4.4769, 0.1006], [1.2322, 3.2615, 2.3276], [-2.7371, 0.6591, -2.8815], [-2.4656, 2.7956, -2.5450], [0.6359, 4.8292, -2.1596], [-0.0482, 4.5353, 0.6342], [2.7846, -1.1533, -1.2586], [5.4081, 1.4251, -1.0558], [5.0378, -1.2691, -2.3592], [-1.4908, 1.1163, 2.7347], [2.1000, 0.3230, 4.7650], [-4.3075, 2.8454, -1.0512], [3.2476, -2.4919, 4.9288], [0.3894, 0.8741, 1.4793], [6.3047, -2.3446, -0.4386], [0.3434, -1.9223, 5.4503], [4.0218, -2.9409, -0.4847], [-0.6870, -6.1239, 0.0146], [3.8017, -0.0291, 4.9329], [2.8900, 1.1598, -0.3144]], "mulliken_spin": [1.144, 0.000, 0.000, -0.012, 0.001, 0.013, 0.011, -0.019, 0.015, -0.048, -0.049, -0.035, 0.000, 0.000, 0.000, -0.053, 0.000, 0.000, 0.000, 0.000, 0.003, 0.000, 0.011, 0.000, 0.003, 0.028, 0.015, 0.001, 0.001, -0.064, 0.015, 0.015, 0.000, -0.001, 0.000, 0.006, 0.000, 0.004, 0.007, 0.000, 0.000, 0.002, -0.001, -0.047, 0.002, 0.000, 0.002, 0.001, 0.029, 0.008, 0.014, 0.000, 0.000, 0.000, -0.001, 0.000, 0.000, 0.000, 0.002, 0.000, 0.000, 0.000, -0.002, -0.002, 0.002, 0.000, 0.000, -0.001, 0.000, -0.001, 0.000, -0.008, 0.000, 0.000, 0.000, 0.000, 0.001, -0.004, 0.000, 0.000, 0.000, 0.000, 0.000, 0.000, -0.001, 0.000, -0.003, 0.000, 0.000, -0.002, 0.010, 0.002, 0.000, 0.000, 0.001, -0.002, 0.009, 0.020, -0.001, -0.004, 0.000, 0.000, 0.000, -0.006, 0.000, -0.005, 0.000, -0.024, 0.000, 0.000, 0.000, 0.000, 0.000, 0.001]}


Entry 3:
{"formula": "C9H14N", "method": "wB97M-V/def2-TZVPD", "charge": 1, "lumo_ev": -4.3, "orbital_gap_ha": 0.3479, "multiplicity": 1, "relative_energy_kcal_mol": 67.48, "homo_energy_ev": -13.8, "smiles": "C=[N+]=C1CC[C@@H](C)C=C1C", "symbols": ["N", "C", "C", "C", "C", "C", "C", "C", "C", "C", "H", "H", "H", "H", "H", "H", "H", "H", "H", "H", "H", "H", "H", "H"], "positions_angstrom": [[1.8035, 0.5664, -1.3953], [-2.8131, -0.3107, 1.4743], [-1.6025, 0.1363, 0.6007], [2.1863, -0.2230, 1.2621], [-0.4149, -0.0227, -1.6492], [2.7890, 1.0110, -1.9737], [-1.5568, -0.5365, -0.8555], [0.8618, 0.0219, 0.6658], [0.7706, 0.2151, -0.8067], [-0.2700, -0.1231, 1.2348], [-3.8103, -0.2906, 1.0880], [-1.5458, 1.1755, 0.5277], [-0.2590, -0.2049, 2.3572], [-1.5163, -1.5111, -0.6677], [2.6096, -1.2367, 0.7767], [-2.7734, 0.3215, 2.4542], [3.5829, 0.2095, -2.1220], [2.2112, -0.4097, 2.3995], [-2.7205, -1.3333, 1.7527], [-0.2554, -0.7381, -2.5543], [-0.7709, 0.9567, -1.9008], [2.8633, 0.6632, 1.0095], [-2.4595, -0.3737, -1.3853], [3.0900, 2.0370, -2.2925]], "mulliken_charge": [0.158, -1.549, 0.420, -1.477, -0.253, -0.157, -1.210, 0.802, 0.205, -0.673, 0.412, 0.257, 0.282, 0.490, 0.282, 0.336, 0.279, 0.362, 0.386, 0.312, 0.330, 0.304, 0.418, 0.284]}


Entry 4:
{"formula": "C34H38GeN5O7P2SY", "method": "wB97M-V/def2-TZVPD", "charge": 1, "lumo_ev": [-3.4, -5.1], "orbital_gap_ha": [0.2265, 0.1655], "multiplicity": 2, "relative_energy_kcal_mol": 58.42, "homo_energy_ev": [-9.6, -9.6], "s_squared": 0.783, "symbols": ["Y", "Ge", "S", "P", "P", "O", "O", "O", "O", "O", "O", "O", "N", "N", "N", "N", "N", "C", "C", "C", "C", "C", "C", "C", "C", "C", "C", "C", "C", "C", "C", "C", "C", "C", "C", "C", "C", "C", "C", "C", "C", "C", "C", "C", "C", "C", "C", "C", "C", "C", "C", "H", "H", "H", "H", "H", "H", "H", "H", "H", "H", "H", "H", "H", "H", "H", "H", "H", "H", "H", "H", "H", "H", "H", "H", "H", "H", "H", "H", "H", "H", "H", "H", "H", "H", "H", "H", "H", "H"], "positions_angstrom": [[-0.2841, -0.7861, -0.3351], [-2.0673, 0.9652, 0.7913], [2.0471, 0.1788, 0.3094], [-1.3683, -2.4795, 1.6229], [0.4721, -3.7362, -0.3976], [0.7904, -5.1080, -0.8397], [-2.1401, -3.0161, 2.9107], [1.7633, -2.8468, 0.0218], [-0.3579, -1.3920, 1.8872], [-2.2933, -2.1837, 0.4820], [-0.3535, -2.8261, -1.2614], [0.0632, 1.9793, -1.1951], [0.7469, -0.4792, -2.3194], [-1.3850, -5.0701, 0.7857], [4.8034, 0.1257, -0.4510], [2.0287, -0.3884, -2.3919], [4.0504, -0.1060, -1.4761], [0.6665, -0.8657, -4.7434], [6.1797, 0.1501, -0.4783], [0.0494, -0.6696, -3.5014], [-1.4952, -0.9505, -5.7918], [-2.3773, 0.2810, 3.6661], [-4.6824, 2.2720, 0.5876], [6.8780, 0.3203, 0.7210], [0.2719, 1.9912, 2.2818], [0.4614, -4.4799, 2.3326], [-5.4905, 3.5985, -1.2387], [-0.8261, 2.3657, 1.5144], [0.9299, 4.2871, 2.4775], [1.1392, 2.9506, 2.7718], [8.2542, -0.0118, -1.6707], [-2.9592, -0.3314, 4.7630], [-5.6520, 3.0925, 0.0401], [-0.4411, -4.0149, 1.2206], [-2.1142, -0.7787, -4.5603], [2.7496, -0.1323, -1.3050], [0.3093, 2.9000, -2.2565], [-2.9303, 0.1495, 2.3958], [-3.3996, 2.4361, -1.4329], [8.2584, 0.3089, 0.7125], [-4.0939, -0.6031, 2.2529], [6.8754, -0.0049, -1.6786], [-4.6814, -1.2191, 3.3459], [-0.1472, 4.6642, 1.6927], [-4.1054, -1.0959, 4.6044], [-1.0191, 3.7067, 1.2066], [-1.3496, -0.6382, -3.4217], [-4.3609, 3.2739, -1.9724], [-0.1108, -1.0022, -5.8755], [-3.5422, 1.9520, -0.1394], [8.9490, 0.1293, -0.4781], [0.4504, 0.9440, 2.4992], [1.2920, 2.7149, -2.6961], [-4.5492, -0.6964, 1.2759], [0.3610, -1.1591, -6.8334], [-6.5342, 3.3331, 0.6146], [-3.1914, -0.7561, -4.4951], [4.3247, 0.2732, 0.4484], [1.0954, -5.3112, 2.0209], [-1.7449, -5.6430, 1.5553], [-4.2338, 3.6693, -2.9693], [-4.5636, -1.5689, 5.4601], [8.7977, 0.4386, 1.6386], [6.3346, 0.4546, 1.6451], [-2.5265, -0.1991, 5.7439], [-4.8059, 1.8890, 1.5912], [0.7201, 2.1804, -0.5050], [1.7437, -0.9138, -4.7848], [1.9790, 2.6503, 3.3782], [-2.5233, 2.1672, -2.0100], [-6.2465, 4.2410, -1.6650], [10.0275, 0.1148, -0.4781], [1.6080, 5.0339, 2.8587], [-1.4950, 0.8890, 3.8009], [-0.8350, -5.6282, 0.0859], [-0.4563, 2.7441, -3.0132], [-0.3112, 5.7050, 1.4603], [2.5373, -3.3944, 0.1832], [0.2606, 3.9288, -1.8925], [-2.0972, -1.0403, -6.6819], [-5.5943, -1.7837, 3.2241], [-1.8229, -0.4995, -2.4422], [8.7948, -0.1257, -2.5963], [-0.1227, -4.7776, 3.2027], [-1.8619, 3.9898, 0.5921], [1.0926, -3.6396, 2.6211], [6.3151, -0.1145, -2.5915], [-2.7704, -2.3794, 3.2701], [-2.1577, -4.5927, 0.2980]], "mulliken_spin": [0.447, 0.057, -0.001, 0.062, 0.000, 0.000, -0.002, 0.009, 0.020, -0.005, 0.011, 0.026, -0.101, 0.000, 0.059, -0.005, 0.053, -0.023, -0.012, 0.008, -0.019, 0.022, 0.031, 0.019, 0.005, 0.000, 0.012, 0.180, 0.022, -0.013, -0.007, -0.008, 0.001, 0.000, 0.021, -0.014, 0.000, 0.082, 0.002, -0.011, 0.002, 0.016, -0.008, -0.006, 0.019, -0.001, -0.005, -0.003, 0.009, 0.060, 0.018, 0.009, 0.000, -0.001, 0.000, 0.001, 0.001, -0.008, 0.000, 0.000, 0.000, 0.000, 0.000, 0.000, 0.001, 0.006, 0.010, -0.001, 0.001, -0.008, 0.001, 0.001, 0.001, 0.007, 0.000, -0.001, 0.001, -0.001, 0.001, -0.001, 0.001, -0.048, 0.000, 0.000, 0.001, 0.000, 0.003, -0.003, 0.001]}